# 1
{
  "formula": "CH38O19",
  "method": "ωB97M-V with the def2-TZVPD basis set",
  "spin_multiplicity": 1,
  "homo_lumo_gap_ha": 0.38260,
  "homo_ev": -10.7,
  "total_energy_ev": -40553.540,
  "de_lowest_kcal_mol": 93.8,
  "total_charge": 0,
  "mol_weight_g_mol": 354.30,
  "elements": ["O", "C", "H", "H", "H", "H", "O", "H", "H", "O", "H", "H", "O", "H", "H", "O", "H", "H", "O", "H", "H", "O", "H", "H", "O", "H", "H", "O", "H", "H", "O", "H", "H", "O", "H", "H", "O", "H", "H", "O", "H", "H", "O", "H", "H", "O", "H", "H", "O", "H", "H", "O", "H", "H", "O", "H", "H", "O"],
  "positions_angstrom": [[1.51343, 0.06906, 0.00213], [0.31076, -0.57895, -0.43345], [0.48376, -0.68979, -1.53506], [-0.58133, -0.04377, -0.19931], [2.51673, 3.99624, 1.39997], [1.76326, 3.09447, 2.18300], [2.39622, 3.82510, 2.33925], [-2.41237, -3.05444, -1.58162], [-1.02410, -2.79844, -0.62264], [-1.67343, -3.45032, -1.11424], [-3.02157, -0.16303, 4.02923], [-1.90294, 0.82617, 4.16271], [-2.35098, 0.28664, 3.48915], [-1.98470, 1.13527, -2.56553], [-2.25589, -0.05087, -3.33463], [-1.67963, 0.33042, -2.72966], [1.89995, -0.35600, 2.03384], [2.81419, 0.16179, 3.08597], [2.11926, -0.49311, 2.93096], [0.10245, 2.38588, -2.30103], [-1.21945, 3.16973, -2.07056], [-0.48968, 3.04508, -2.65110], [-1.47678, -1.84194, 4.62047], [-0.15785, -1.63934, 3.95463], [-0.58379, -1.60902, 4.78089], [-2.36749, 0.05304, 0.02159], [-3.39569, 0.24388, -0.91440], [-2.95093, -0.49899, -0.58791], [-4.17511, -0.90142, 0.77817], [-4.18958, -2.49690, 0.99440], [-4.59940, -1.60370, 1.37749], [4.48254, -1.07435, -1.32637], [3.38174, -3.40283, 0.08873], [3.65835, -2.79053, -0.51070], [-1.85055, 3.90356, -0.03283], [-2.85007, 2.52888, -0.09630], [-2.51761, 3.40881, -0.54294], [-1.27284, 1.21591, 1.64261], [-2.88103, 1.19545, 1.77053], [-2.18994, 1.40899, 1.20728], [0.92715, -4.54078, -1.81465], [0.48185, -3.02021, -1.81053], [1.23153, -3.64022, -1.81446], [1.61856, -0.86546, -3.69202], [2.15074, -2.08148, -2.98457], [2.04796, -1.05834, -2.91016], [0.88950, 1.60459, 0.56678], [0.52498, 3.06522, 0.76898], [0.21633, 2.21925, 0.79093], [3.40387, -2.96683, -1.45517], [1.14824, -2.22708, 0.35339], [0.15799, -1.86611, 0.14781], [2.22983, -0.23394, -0.43343], [3.32501, -0.58042, -1.81737], [3.93659, -0.25478, -1.13661], [2.39962, 2.62968, -1.81558], [1.98251, 3.99229, -1.55510], [1.93977, 3.07805, -1.13096]]
}

=====

# 2
{
  "formula": "CH3BBr2",
  "method": "ωB97M-V with the def2-TZVPD basis set",
  "spin_multiplicity": 1,
  "homo_lumo_gap_ha": 0.30219,
  "homo_ev": -9.4,
  "total_energy_ev": -141842.741,
  "de_lowest_kcal_mol": 99.5,
  "total_charge": 0,
  "mol_weight_g_mol": 185.66,
  "elements": ["B", "C", "Br", "Br", "H", "H", "H"],
  "positions_angstrom": [[1.17771, -0.45652, 1.56124], [-1.39061, 1.05585, -1.63280], [-1.51978, 0.41441, -3.40320], [-0.66768, -0.36383, 1.81090], [1.26108, -0.13714, 0.46092], [1.90209, -0.74029, 2.37774], [-0.76281, 0.22752, -1.17480]]
}

=====

# 3
{
  "formula": "CH3BCl2O2",
  "method": "ωB97M-V with the def2-TZVPD basis set",
  "spin_multiplicity": 1,
  "homo_lumo_gap_ha": [0.26774, 0.26782],
  "homo_ev": [-9.3, -9.3],
  "total_energy_ev": -30902.191,
  "de_lowest_kcal_mol": 58.2,
  "total_charge": 0,
  "mol_weight_g_mol": 128.75,
  "elements": ["B", "C", "O", "O", "Cl", "Cl", "H", "H", "H"],
  "positions_angstrom": [[-0.33929, -0.10531, -0.15286], [1.00066, -0.34344, 0.76757], [-1.34777, 0.30510, 0.73409], [-0.33963, -0.54699, -1.38268], [2.07894, -1.28961, 0.14653], [1.06981, 2.15037, -0.53923], [1.31235, 0.00685, 1.74810], [-2.27287, 0.60599, 0.51341], [-1.16219, -0.78297, -1.83493]]
}

=====

# 4
{
  "formula": "CH3Br",
  "method": "ωB97M-V with the def2-TZVPD basis set",
  "spin_multiplicity": 1,
  "homo_lumo_gap_ha": [0.32206, 0.33417],
  "homo_ev": [-9.2, -9.6],
  "total_energy_ev": -71124.075,
  "de_lowest_kcal_mol": 85.2,
  "total_charge": 0,
  "mol_weight_g_mol": 94.94,
  "elements": ["C", "Br", "H", "H", "H"],
  "positions_angstrom": [[-0.04152, 0.26308, -0.02073], [0.31869, -0.12675, 1.75093], [0.62630, -1.37237, -0.98868], [-1.04381, 0.00352, -0.34428], [0.14033, 1.23252, -0.39724]]
}

=====

# 5
{
  "formula": "CH3Br2ClOSi",
  "method": "ωB97M-V with the def2-TZVPD basis set",
  "smiles": "O=[Si](Cl)Br.CBr",
  "spin_multiplicity": 1,
  "homo_lumo_gap_ha": 0.36208,
  "homo_ev": -10.3,
  "total_energy_ev": -163620.544,
  "de_lowest_kcal_mol": 63.0,
  "total_charge": 0,
  "mol_weight_g_mol": 254.38,
  "elements": ["O", "Si", "Cl", "Br", "C", "Br", "H", "H", "H"],
  "positions_angstrom": [[2.11345, -0.64918, -0.41799], [1.82816, 0.88521, -0.56321], [0.64705, 1.88574, -1.78690], [2.96315, 2.13385, 0.74020], [-1.43237, -1.03850, 0.34285], [-2.43226, 0.59617, 0.85794], [-0.50039, -0.93390, 0.90364], [-1.21791, -0.97668, -0.72441], [-1.96889, -1.90272, 0.64787]]
}

=====

# 6
{
  "formula": "CH3Br2N",
  "method": "ωB97M-V with the def2-TZVPD basis set",
  "spin_multiplicity": 1,
  "homo_lumo_gap_ha": [0.26997, 0.33453],
  "homo_ev": [-8.7, -9.5],
  "total_energy_ev": -142655.692,
  "de_lowest_kcal_mol": 83.0,
  "total_charge": 0,
  "mol_weight_g_mol": 188.85,
  "elements": ["C", "N", "Br", "Br", "H", "H", "H"],
  "positions_angstrom": [[0.01590, -0.64515, -1.11716], [-0.53595, 0.83940, 1.12271], [-0.22646, -0.39331, 2.42640], [0.70529, 2.16703, 1.00071], [-0.20898, 0.22321, -1.70236], [1.03580, -0.90848, -0.92135], [-0.78561, -1.28269, -0.80897]]
}